A 2-piece molecular cluster, CH3N2OS overall at a distorted geometry. Source: the OMol25 dataset; level of theory: wB97M-V/def2-TZVPD.

Geometry as ORCA input:
```
! RIJCOSX wB97M-V def2-TZVPD def2/J DEFGRID3
* xyz -1 1
C -0.061 0.380 0.536
N 0.619 -0.696 0.660
N 3.070 -0.445 -0.534
O 3.338 -1.444 0.181
S 3.761 1.036 -0.276
H 0.385 1.320 0.378
H 1.498 -0.848 0.253
H -1.024 0.406 1.097
*
```

Properties
E	-622.76742	Eh
E_HOMO	-3.07	eV
relative energy (zero: lowest compared OMol25 entry of this formula, charge and spin)	0.723	eV
lowest unoccupied orbital energy	4.14	eV

For each atom in turn, the natural (NBO) charge in e is: -0.091 -0.583 -0.197 -0.498 -0.274 0.150 0.369 0.124